No. 1
The following is a DFT calculation (wB97M-V/def2-TZVPD) of C29H31NOOsP2S5 as an isolated structure.

```
70
Properties=species:S:1:pos:R:3:forces:R:3
Os 1.4238 -0.3817 0.6359 0.6616 -0.3822 0.1654
C -2.0873 -0.9314 -1.9802 0.0041 0.0354 -0.0207
N -0.9055 -0.6402 -1.1606 -0.1931 -0.1203 -0.0099
P -0.9209 -0.0202 0.4224 -0.0706 0.1831 0.0561
C -2.1569 -0.8588 1.3961 -0.0778 -0.1166 0.0747
C -1.7576 -1.7090 2.4266 -0.0258 0.0116 0.0053
C -2.7033 -2.4219 3.1471 -0.0221 0.0135 -0.0097
C -4.0484 -2.2909 2.8346 -0.0107 -0.0022 0.0023
C -4.4557 -1.4423 1.8110 0.0193 0.0004 0.0056
C -3.5161 -0.7222 1.0935 0.0019 0.0041 0.0088
C -1.3971 1.7110 0.3045 0.0080 0.0443 -0.0710
C -2.1185 2.3307 1.3230 -0.0021 0.0184 0.0369
C -2.4041 3.6874 1.2411 -0.0016 -0.0431 -0.0035
C -1.9719 4.4263 0.1489 0.0155 -0.0063 -0.0173
C -1.2431 3.8142 -0.8650 -0.0388 0.0034 0.0118
C -0.9491 2.4622 -0.7845 -0.0414 -0.0053 -0.0364
P 0.5718 -1.4527 -1.2732 0.1451 0.1703 -0.1343
C 0.3006 -3.2154 -1.3072 -0.0308 -0.1432 -0.0723
C 0.2366 -3.9561 -0.1270 -0.0258 -0.0016 -0.0037
C -0.0768 -5.3046 -0.1695 0.0045 0.0359 -0.0127
C -0.3342 -5.9143 -1.3899 -0.0061 -0.0232 -0.0189
C -0.2781 -5.1826 -2.5689 0.0033 0.0011 0.0127
C 0.0414 -3.8354 -2.5338 0.0190 -0.0299 0.0206
C 1.3580 -1.0025 -2.8151 -0.0118 0.0714 -0.0742
C 2.4807 -1.7174 -3.2393 0.0175 0.0247 -0.0031
C 3.1466 -1.3267 -4.3895 -0.0300 0.0067 0.0144
C 2.6922 -0.2344 -5.1187 0.0028 0.0089 -0.0133
C 1.5741 0.4741 -4.7017 -0.0001 -0.0233 0.0240
C 0.9091 0.0974 -3.5441 0.0192 -0.0323 -0.0380
H -2.7141 -0.0421 -2.0490 0.0001 0.0022 0.0209
H -2.6649 -1.7556 -1.5589 -0.0051 0.0015 -0.0121
H -1.7713 -1.1975 -2.9882 0.0123 -0.0089 0.0045
H -0.7094 -1.7979 2.6826 0.0078 0.0012 -0.0039
H -2.3932 -3.0723 3.9536 0.0042 0.0002 -0.0014
H -4.7871 -2.8474 3.3960 -0.0036 0.0026 -0.0036
H -5.5067 -1.3399 1.5777 -0.0005 0.0020 -0.0024
H -3.8427 -0.0504 0.3084 0.0106 0.0111 0.0054
H -2.4661 1.7597 2.1744 -0.0154 -0.0219 0.0041
H -2.9770 4.1636 2.0256 -0.0031 -0.0033 0.0051
H -2.2106 5.4795 0.0814 -0.0014 0.0001 -0.0021
H -0.9143 4.3905 -1.7198 0.0028 -0.0082 -0.0035
H -0.3796 1.9884 -1.5755 -0.0063 -0.0029 0.0207
H 0.4373 -3.4886 0.8281 0.0037 0.0280 0.0214
H -0.1147 -5.8811 0.7447 0.0005 0.0063 0.0043
H -0.5749 -6.9685 -1.4240 -0.0006 0.0016 0.0033
H -0.4765 -5.6639 -3.5167 0.0000 0.0016 -0.0004
H 0.1019 -3.2754 -3.4588 -0.0085 0.0043 0.0112
H 2.8288 -2.5797 -2.6825 -0.0069 0.0003 0.0129
H 4.0144 -1.8792 -4.7228 0.0012 -0.0011 0.0011
H 3.2092 0.0617 -6.0217 0.0032 -0.0036 0.0019
H 1.2166 1.3149 -5.2804 0.0014 0.0010 -0.0004
H 0.0304 0.6424 -3.2241 0.0054 0.0028 -0.0078
S 3.6677 -0.4815 -0.0366 -0.3120 0.0143 -0.1743
S 4.8518 -0.5141 1.5941 0.1773 0.1467 0.0040
S 3.8276 -1.4691 3.0731 0.1010 -0.1092 0.2907
S 2.0117 -1.9470 2.4429 -0.2691 0.0421 -0.1105
O 1.7134 1.2585 1.8804 -0.1439 0.3279 -0.0043
S 2.7372 2.4365 1.8998 0.0712 -0.2285 -0.1148
C 2.5921 3.0070 3.6122 0.0226 0.0637 0.0593
C 2.1012 4.4528 3.5533 0.0047 -0.0179 0.0056
C 1.1153 4.5141 2.3891 0.0366 -0.0411 0.0216
C 1.8362 3.8472 1.2216 -0.0932 -0.0327 0.0043
H 3.5455 2.8604 4.1150 0.0032 0.0276 0.0037
H 1.8454 2.3341 4.0375 0.0092 0.0025 0.0190
H 2.9387 5.1300 3.3760 0.0000 0.0046 0.0093
H 1.6518 4.7321 4.5049 -0.0186 -0.0012 -0.0052
H 0.8342 5.5358 2.1397 0.0049 0.0048 -0.0189
H 0.2021 3.9629 2.6233 0.0328 0.0069 0.0113
H 2.5913 4.4912 0.7670 0.0155 0.0169 0.0275
H 1.1909 3.4451 0.4402 0.0231 0.0519 -0.0070
```
Positions in Å, forces in eV/Å.

The strongest force on any atom comes out at 0.8 eV/A. As for the multiplicity: 5. The frontier orbital gap (alpha / beta) comes out at 7.990 / 6.160 eV. Its molar mass is 822.086 g mol⁻¹. The charge is +2. The calculation puts the HOMO energy (alpha / beta) at -13.5 / -14.2 eV.


No. 2
The following is a DFT calculation (wB97M-V/def2-TZVPD) of a 4-piece molecular cluster, C12H28N4O4 overall.

```
48
Properties=species:S:1:pos:R:3:forces:R:3
C -3.8688 0.6793 -4.0565 0.4397 -0.8915 -2.5218
O -4.5925 1.0613 -4.9771 -0.4317 0.3434 1.8510
N -2.5750 0.3963 -4.3623 0.0343 -1.1061 -0.7904
C -1.7680 -0.5234 -3.6562 0.7838 -0.2041 2.5029
C -2.0533 0.5256 -5.7119 0.2113 2.5900 -0.1693
H -4.1034 0.3788 -3.0236 -0.4389 0.5155 -0.0619
H -2.0875 -0.5889 -2.6161 -0.6826 -0.5116 -0.0265
H -0.7602 -0.1764 -3.4284 0.3860 0.3997 -0.7494
H -1.6599 -1.5019 -4.1242 -0.3594 -0.0787 -0.0193
H -1.4638 1.4320 -5.5737 1.0934 -0.1199 -0.5372
H -1.4181 -0.2886 -6.0607 -0.3477 -0.0882 0.2647
H -2.7216 0.9214 -6.4766 -0.6750 -0.8920 0.2734
C 2.3508 -3.7140 5.0370 -1.1995 3.0187 0.2897
O 1.5915 -3.0380 4.3046 1.1483 -1.8573 0.2928
N 3.1984 -3.0807 5.8981 1.4821 -3.7029 0.6127
C 3.7619 -3.8634 7.0505 -0.5882 0.9877 -0.3402
C 3.3947 -1.6926 5.9309 -0.3937 1.3236 -0.6530
H 2.2964 -4.8021 5.1961 0.1437 0.2293 -0.3372
H 3.8624 -4.9413 6.9230 -0.5149 0.0152 -0.4277
H 3.0537 -3.6128 7.8402 0.1549 -0.4996 0.6285
H 4.7527 -3.5478 7.3772 0.0497 0.4480 -0.3738
H 2.9400 -1.2538 6.8191 -0.4954 0.2125 -0.0384
H 4.4146 -1.3088 5.9572 0.4250 -0.7485 -0.0849
H 2.9495 -1.3514 4.9963 -0.2572 0.6146 0.3245
C 0.1447 -0.0390 -0.3739 -1.6492 -2.9521 2.3583
O 0.9126 0.7346 -0.7879 2.4971 3.5262 -2.3504
N 0.4944 -0.9942 0.5162 -0.4389 -2.3150 2.0077
C 1.8441 -1.1766 1.1176 1.1625 0.7437 -1.8170
C -0.5031 -1.9648 1.0667 0.5727 0.7961 0.8729
H -0.9337 -0.0830 -0.5915 -0.1219 0.1229 -0.2368
H 2.1136 -0.9157 2.1410 -1.3335 0.1607 0.3599
H 2.5410 -0.5655 0.5440 -0.1689 0.2519 -0.2350
H 2.2698 -2.1705 0.9796 -0.6944 -0.3723 -0.0832
H 0.0303 -2.3946 1.9146 -0.2182 -0.4677 -0.1065
H -1.3639 -1.4900 1.5376 -0.0619 0.4343 -0.2416
H -0.9006 -2.7549 0.4296 0.4913 0.1084 -0.4647
C -1.8511 3.3955 -0.9344 -0.4972 -1.2174 -1.4913
O -2.1826 2.2422 -0.7643 0.1765 -0.5257 0.5640
N -1.4415 3.8375 -2.1647 -0.5337 1.9316 1.3498
C -1.4040 5.2955 -2.3744 0.3357 -0.4574 -0.6936
C -0.8856 3.0551 -3.2545 -0.1220 0.3598 0.0500
H -1.9734 4.1254 -0.1193 0.2431 0.3751 -0.4032
H -2.1246 5.8914 -1.8144 -0.2679 -0.5495 0.0900
H -1.6090 5.3989 -3.4400 -0.1096 0.4901 0.0177
H -0.4378 5.7613 -2.1805 0.3520 -0.2339 0.0055
H -1.3831 3.2283 -4.2087 -0.5781 0.2915 0.0810
H 0.1005 3.4965 -3.3994 0.5028 -0.8351 -0.0530
H -0.9517 1.9779 -3.1020 0.4938 0.3359 0.5107
```
Positions in Å, forces in eV/Å.

The strongest force on any atom comes out at 4.9 eV/A. As for the multiplicity: 2. The frontier orbital gap (alpha / beta) comes out at 1.163 / 8.128 eV. Its molar mass is 292.380 g mol⁻¹. The charge is -1. The calculation puts the HOMO energy (alpha / beta) at 1.0 / -6.0 eV.


No. 3
The following is a DFT calculation (wB97M-V/def2-TZVPD) of a 2-piece molecular cluster, CH2F2O2 overall.

```
7
Properties=species:S:1:pos:R:3:forces:R:3
C 0.0517 0.2236 -0.3497 -1.5504 -1.4243 0.1872
O 1.0356 1.0311 -0.1465 0.0307 3.2376 1.5510
O 0.1891 2.6239 0.7538 0.0326 -3.5399 -1.2977
F -0.6715 0.4489 -1.4953 -0.1338 0.2661 -0.4000
F 1.0997 3.5728 0.7362 1.0855 0.9183 -0.1072
H -0.6975 0.1578 0.4700 0.3170 0.1997 -0.0500
H 0.4691 -0.8071 -0.4557 0.2184 0.3426 0.1167
```
Positions in Å, forces in eV/Å.

The strongest force on any atom comes out at 3.8 eV/A. The frontier orbital gap (alpha / beta) comes out at 8.097 / 8.111 eV. Its molar mass is 84.021 g mol⁻¹. The charge is 0. The calculation puts the HOMO energy (alpha / beta) at -11.4 / -11.4 eV.


No. 4
The following is a DFT calculation (wB97M-V/def2-TZVPD) of the molecule C7H11NO2.

```
21
Properties=species:S:1:pos:R:3:forces:R:3
C 1.9387 0.7810 -0.2222 0.9207 0.5880 1.5771
C 1.5980 -0.4734 -0.4983 -2.3010 -1.6925 -0.3076
C 0.8246 1.7226 -0.0068 1.7232 1.4116 -1.1459
C -0.5670 1.3226 -0.4983 -0.9978 0.1675 1.8711
C -0.9235 -1.1835 -0.1448 0.5481 -0.1108 -2.9413
C -1.2352 0.1317 0.3625 3.1154 2.8118 0.3876
C -0.5635 0.1980 1.7267 -4.1746 1.3613 2.3234
N -1.4376 -1.6381 -1.3260 0.0990 -0.2498 -0.6307
O 2.5562 -1.3959 -0.6117 1.4033 -1.4129 -0.4112
O 1.0483 2.8943 0.3154 -0.7127 -1.1202 0.1739
H 3.0219 1.0062 0.1304 -1.9104 0.0636 -0.8633
H -1.2309 2.2285 -0.3425 0.8760 -0.9676 -0.6074
H -0.4735 0.9833 -1.5065 -0.1652 0.1657 -0.8668
H -0.6777 -1.8911 0.6086 0.3372 -0.8950 0.0363
H -2.2179 0.5215 0.4275 -1.5270 -0.8315 0.0548
H 0.4259 0.0815 1.7633 4.0440 -0.1744 -0.8419
H -0.8378 -0.6624 2.3614 -0.7867 0.5299 0.1335
H -0.7456 1.2020 2.2581 -0.1147 -1.6083 -0.6512
H 2.3900 -2.2826 -1.0187 -0.6333 1.5577 0.6502
H -1.1522 -2.5653 -1.6958 -0.3317 1.1573 0.6668
H -1.7414 -0.9807 -2.0824 0.5884 -0.7512 1.3924
```
Positions in Å, forces in eV/Å.

The strongest force on any atom comes out at 5.0 eV/A. The frontier orbital gap (alpha / beta) comes out at 7.469 / 7.464 eV. Its molar mass is 141.170 g mol⁻¹. The charge is 0. The calculation puts the HOMO energy (alpha / beta) at -7.6 / -7.6 eV.